61
Properties=species:S:1:pos:R:3:forces:R:3:nbo_charge:R:1 method="wB97M-V/def2-TZVPD" homo_energy_ev=-4.14 spin_multiplicity=1 charge=-1 orbital_gap_ev=6.164
C -4.277 -1.820 -1.007 0.216 0.122 0.071 -0.2473
O -4.216 -0.443 -1.333 -0.322 0.102 0.015 -0.5580
C -4.197 -0.146 -2.718 0.192 -0.130 0.027 -0.0597
C -4.528 1.322 -2.924 0.073 0.085 -0.136 -0.4169
C -3.324 2.294 -2.894 -0.221 0.049 0.098 -0.3950
C -2.094 1.803 -2.113 0.103 0.456 -0.007 -0.4211
C -1.437 2.866 -1.213 0.094 -0.422 0.054 -0.3814
C -0.703 2.217 -0.027 -0.241 0.035 -0.067 -0.4086
C -1.640 1.965 1.170 -0.186 -0.034 -0.066 -0.4051
C -1.391 2.896 2.353 0.091 0.000 0.097 -0.3933
C -0.138 2.614 3.236 -0.076 0.061 -0.255 -0.3902
C 0.728 1.387 2.913 0.222 0.014 0.253 -0.4221
C 1.968 1.634 2.047 0.163 -0.100 0.119 -0.3953
C 3.058 0.571 2.265 -0.588 -0.496 0.523 -1.0045
Ta 2.610 -1.593 1.645 1.432 0.891 -1.672 2.1157
C 3.512 -1.375 -0.462 -0.203 -0.207 -0.043 -1.0830
C 4.427 -2.432 -0.909 0.831 -0.096 0.352 0.8201
O 5.444 -2.825 -0.408 -0.764 0.247 -0.319 -0.5435
O 4.130 -2.944 -2.221 0.090 -0.197 0.034 -0.5735
C 3.564 -4.166 -2.315 -0.666 -0.237 0.559 0.7969
C 3.934 -4.872 -3.587 -0.117 -0.142 -0.019 -0.7173
O 2.808 -4.621 -1.488 0.709 0.302 -0.500 -0.5669
P 1.550 -1.995 4.041 0.167 -0.931 -0.275 0.2257
S 1.369 -3.916 4.542 -0.124 0.051 0.212 -0.7029
H -5.059 -1.965 -0.260 -0.004 -0.019 -0.039 0.1805
H -4.498 -2.428 -1.886 -0.047 -0.052 -0.009 0.1643
H -3.327 -2.149 -0.578 0.014 -0.037 -0.069 0.1896
H -4.919 -0.783 -3.244 -0.071 0.020 0.053 0.1629
H -3.203 -0.373 -3.127 -0.031 -0.060 -0.095 0.1671
H -5.263 1.605 -2.167 0.033 -0.081 0.063 0.2125
H -5.038 1.418 -3.887 0.006 0.030 0.019 0.1997
H -3.051 2.541 -3.924 0.103 -0.043 0.030 0.1928
H -3.666 3.236 -2.455 -0.004 -0.004 -0.034 0.1975
H -1.334 1.481 -2.829 -0.015 -0.334 0.146 0.1997
H -2.361 0.959 -1.479 -0.024 -0.083 -0.038 0.2236
H -2.214 3.527 -0.822 0.086 0.202 -0.027 0.1840
H -0.722 3.456 -1.792 -0.168 0.161 -0.058 0.1932
H -0.273 1.265 -0.349 0.197 0.110 -0.039 0.2166
H 0.114 2.871 0.280 0.071 -0.078 0.068 0.2016
H -2.671 2.123 0.833 -0.002 -0.035 0.013 0.1966
H -1.607 0.923 1.494 0.079 0.023 -0.026 0.2121
H -1.336 3.919 1.966 -0.021 0.025 0.004 0.1871
H -2.271 2.873 3.002 -0.013 -0.011 -0.040 0.1954
H 0.510 3.496 3.226 -0.003 -0.007 0.032 0.1908
H -0.486 2.519 4.266 0.009 -0.011 0.002 0.1995
H 1.114 1.011 3.867 -0.083 -0.033 0.000 0.1993
H 0.134 0.578 2.490 0.029 -0.070 0.021 0.2214
H 1.722 1.638 0.986 -0.115 0.220 -0.010 0.1958
H 2.356 2.624 2.324 0.025 0.072 -0.201 0.1732
H 3.943 0.823 1.665 0.037 -0.150 -0.088 0.2208
H 3.396 0.604 3.309 0.024 0.051 -0.002 0.2201
H 4.235 -2.177 2.333 -0.260 -0.038 0.222 -0.4439
H 2.201 -3.362 1.353 -0.318 0.211 0.459 -0.3808
H 0.936 -1.098 0.972 -0.175 -0.164 0.142 -0.4983
H 2.701 -1.290 -1.186 -0.075 0.097 0.071 0.2549
H 4.086 -0.443 -0.490 -0.050 0.046 0.297 0.2642
H 4.135 -5.911 -3.329 0.017 0.026 -0.076 0.2385
H 4.792 -4.424 -4.079 -0.027 0.029 0.009 0.2254
H 3.068 -4.857 -4.249 0.035 -0.001 -0.069 0.2326
H 0.328 -1.308 4.188 0.072 0.224 0.176 -0.0310
H 2.372 -1.346 4.988 -0.202 0.342 0.042 -0.0322



60
Properties=species:S:1:pos:R:3:forces:R:3:nbo_charge:R:1 method="wB97M-V/def2-TZVPD" homo_energy_ev="-18.91 / -18.91" spin_multiplicity=1 charge=+3 orbital_gap_ev="7.349 / 7.347"
Rh -0.568 1.081 -0.095 1.208 1.070 -0.548 0.9070
C 0.934 1.516 -2.557 0.040 -0.078 0.081 -0.1017
C -0.504 1.315 -3.073 -0.018 0.079 0.172 -0.0986
O -1.436 1.624 -2.012 -0.347 -0.642 0.064 -0.5326
C -1.880 3.038 -2.021 0.242 -0.118 -0.178 -0.0953
C -2.302 3.420 -0.644 0.118 -0.221 0.445 -0.1057
O -1.136 3.184 0.196 -0.820 0.316 0.221 -0.5797
C -1.353 3.376 1.617 -0.016 -0.204 -0.268 -0.1093
C -0.127 2.799 2.350 -0.010 -0.051 -0.108 -0.0948
O 0.656 1.929 1.458 -0.307 -0.426 0.345 -0.5242
C 1.775 2.663 0.854 -0.114 0.079 0.087 -0.1047
C 2.107 1.998 -0.436 0.002 -0.095 -0.237 -0.0975
O 0.842 1.948 -1.160 0.861 0.012 -0.363 -0.4723
H 1.482 2.291 -3.087 -0.010 0.112 -0.031 0.2468
H 1.506 0.589 -2.596 0.015 -0.042 0.004 0.2093
H -0.682 0.283 -3.359 -0.034 -0.070 0.045 0.2278
H -0.726 1.942 -3.933 0.026 0.064 -0.030 0.2459
H -2.704 3.126 -2.725 -0.038 -0.075 -0.062 0.2567
H -1.040 3.647 -2.352 0.017 0.035 -0.001 0.2173
H -3.123 2.789 -0.293 -0.069 0.036 0.049 0.2087
H -2.619 4.461 -0.602 0.098 0.092 -0.023 0.2585
H -2.261 2.845 1.910 -0.062 -0.009 0.002 0.2043
H -1.491 4.433 1.827 0.054 0.117 0.033 0.2469
H -0.428 2.195 3.199 -0.028 -0.096 0.037 0.2370
H 0.543 3.573 2.710 0.054 0.056 0.001 0.2365
H 2.624 2.649 1.534 -0.023 -0.061 0.126 0.2547
H 1.459 3.690 0.682 -0.016 0.027 -0.041 0.2305
H 2.477 0.980 -0.308 0.024 -0.053 -0.016 0.2026
H 2.840 2.573 -1.001 -0.069 0.091 -0.070 0.2647
C 1.466 -4.062 -0.579 0.253 -0.118 -0.407 -0.6631
C 1.339 -2.739 -1.325 0.052 0.672 0.188 -0.3911
C 0.499 -2.750 -2.594 0.121 -0.271 0.092 -0.6469
Sb 0.453 -1.376 0.139 -1.192 0.196 -0.154 1.4446
C 1.201 -1.417 2.176 -0.018 -0.178 -0.539 -0.4278
C 0.676 -2.679 2.858 0.246 0.189 0.335 -0.6517
C 2.722 -1.304 2.105 -0.090 -0.052 0.432 -0.6465
C -1.658 -1.733 -0.004 -0.115 -0.476 0.535 -0.5514
C -2.404 -0.640 0.778 0.381 -0.178 -0.215 -0.5094
C -2.146 -3.125 0.416 -0.274 0.201 -0.142 -0.6352
H 1.998 -4.733 -1.263 -0.052 -0.088 0.097 0.2818
H 0.510 -4.525 -0.350 -0.071 0.030 0.018 0.2315
H 2.072 -3.997 0.324 -0.004 0.045 -0.007 0.2314
H 2.316 -2.288 -1.495 0.107 -0.168 -0.126 0.2389
H -0.462 -3.244 -2.444 -0.016 0.039 0.012 0.2324
H 1.042 -3.326 -3.349 -0.041 -0.009 0.009 0.2772
H 0.332 -1.757 -3.012 0.033 0.018 0.020 0.1988
H 0.745 -0.520 2.592 0.066 0.040 0.147 0.2277
H 1.084 -3.593 2.428 -0.025 0.016 -0.043 0.2333
H -0.410 -2.743 2.882 0.002 0.030 -0.047 0.2238
H 1.011 -2.640 3.900 -0.016 -0.074 -0.041 0.2700
H 3.179 -2.206 1.695 -0.018 0.035 -0.036 0.2350
H 3.102 -1.188 3.124 0.049 -0.037 -0.051 0.2674
H 3.067 -0.441 1.534 -0.008 0.017 -0.018 0.2008
H -1.821 -1.594 -1.073 -0.108 0.018 -0.109 0.2381
H -2.342 -0.755 1.858 0.034 -0.024 0.018 0.2538
H -3.452 -0.590 0.474 -0.022 0.007 0.062 0.2837
H -2.112 0.449 0.579 -0.193 0.193 0.228 0.0977
H -2.033 -3.296 1.485 0.052 -0.003 0.000 0.2272
H -1.632 -3.917 -0.123 0.051 -0.033 -0.018 0.2336
H -3.210 -3.228 0.181 0.038 0.022 0.022 0.2560



59
Properties=species:S:1:pos:R:3:forces:R:3:nbo_charge:R:1 method="wB97M-V/def2-TZVPD" homo_energy_ev=-10.63 spin_multiplicity=1 smiles="CC[C@H](F)BCC(=O)O.CCCCCC.CCCCCC" e_above_lowest_kj_mol=0.0 orbital_gap_ev=10.828
C -0.079 0.383 -3.787 -0.468 0.001 0.926 -0.6024
C -0.059 0.542 -2.258 1.171 0.112 -0.933 -0.4129
C 1.194 -0.077 -1.609 -0.351 0.100 0.495 -0.1493
F 0.761 -1.212 -0.913 0.063 -0.605 0.185 -0.3773
B 1.759 0.961 -0.587 0.249 -0.082 0.168 0.6970
C 2.666 2.208 -0.951 -0.533 -0.542 -0.335 -0.8980
C 3.730 1.900 -1.955 -1.903 1.943 -0.347 0.8001
O 4.564 1.110 -1.792 2.602 -2.631 0.627 -0.5556
O 3.702 2.605 -3.105 -0.334 0.458 -0.485 -0.6726
H 0.231 -0.608 -4.062 0.414 -0.409 -0.163 0.2115
H -1.103 0.454 -4.113 -0.401 0.361 -0.394 0.2120
H 0.526 1.133 -4.264 0.277 0.164 -0.388 0.2049
H -0.047 1.596 -2.001 -0.607 0.416 -0.010 0.1898
H -0.926 0.062 -1.849 -0.351 -0.121 0.540 0.2377
H 1.898 -0.430 -2.353 0.202 -0.007 -0.284 0.1968
H 1.436 0.829 0.551 -0.167 0.041 -0.024 -0.0675
H 2.003 2.981 -1.330 -0.251 0.370 0.219 0.2360
H 3.139 2.542 -0.047 0.237 0.375 0.413 0.2722
H 2.983 3.246 -3.060 0.102 0.029 -0.189 0.4757
C 2.485 2.372 7.094 0.138 -0.018 -0.009 -0.6097
C 3.259 2.747 5.833 -0.110 0.067 0.047 -0.3983
C 2.418 2.672 4.560 0.048 0.002 -0.062 -0.3960
C 1.875 1.282 4.224 -0.039 -0.011 0.061 -0.3970
C 2.937 0.194 4.070 -0.032 0.022 -0.120 -0.3994
C 3.914 0.460 2.930 0.039 -0.079 0.123 -0.6075
H 2.134 1.340 7.060 -0.025 0.008 0.003 0.2011
H 3.118 2.474 7.976 -0.038 -0.003 0.023 0.2095
H 1.619 3.024 7.226 -0.028 -0.027 -0.009 0.2007
H 4.143 2.109 5.742 -0.001 0.000 -0.028 0.1946
H 3.631 3.769 5.941 0.041 -0.015 -0.011 0.2007
H 3.015 3.044 3.721 -0.008 -0.013 -0.004 0.1965
H 1.573 3.361 4.653 0.005 0.007 0.019 0.1989
H 1.301 1.351 3.294 0.010 -0.023 -0.008 0.1999
H 1.161 0.974 4.993 -0.002 0.020 0.000 0.2004
H 2.430 -0.756 3.884 0.007 -0.008 0.032 0.2042
H 3.490 0.067 5.005 -0.023 0.012 0.018 0.1938
H 3.382 0.549 1.980 0.018 0.030 -0.013 0.1974
H 4.626 -0.361 2.838 0.018 0.027 -0.058 0.2139
H 4.486 1.375 3.091 -0.003 0.004 -0.025 0.1989
C -1.889 -3.072 -2.523 -0.026 0.197 -0.100 -0.6099
C -3.005 -2.196 -1.964 0.053 -0.098 0.097 -0.4011
C -4.305 -2.954 -1.702 -0.063 0.074 0.007 -0.3965
C -4.954 -3.570 -2.942 0.057 -0.046 -0.022 -0.3970
C -5.280 -2.580 -4.059 -0.119 -0.010 0.040 -0.3977
C -6.288 -1.511 -3.647 0.092 0.018 -0.100 -0.6098
H -2.155 -3.492 -3.495 0.006 -0.028 0.012 0.1979
H -0.984 -2.478 -2.654 0.067 -0.114 0.023 0.2108
H -1.660 -3.895 -1.844 0.012 -0.009 -0.013 0.2059
H -3.185 -1.356 -2.642 -0.038 0.000 0.008 0.1876
H -2.663 -1.762 -1.020 -0.017 0.041 -0.014 0.2040
H -5.016 -2.279 -1.216 -0.010 -0.014 -0.008 0.1986
H -4.111 -3.752 -0.979 0.024 0.006 0.002 0.2020
H -5.875 -4.075 -2.635 -0.011 0.009 -0.017 0.2002
H -4.304 -4.353 -3.343 0.006 0.003 0.017 0.2006
H -5.687 -3.138 -4.906 0.037 0.005 -0.019 0.2017
H -4.366 -2.102 -4.420 0.016 -0.024 0.006 0.1921
H -7.225 -1.966 -3.319 0.004 0.009 0.039 0.2018
H -6.513 -0.852 -4.487 -0.034 0.014 0.025 0.2085
H -5.909 -0.889 -2.835 -0.021 -0.006 0.016 0.1996



76
Properties=species:S:1:pos:R:3:forces:R:3:mulliken_spin:R:1 method="wB97M-V/def2-TZVPD" s_squared=3.79 homo_energy_ev="-4.97 / -6.78" spin_multiplicity=4 e_above_lowest_kj_mol=70.7 orbital_gap_ev="5.057 / 6.462"
Ti 0.395 0.237 0.633 -0.057 -0.647 -0.041 1.3048
S -4.697 1.023 1.036 0.095 -0.021 -0.055 0.2594
Sb -3.378 -0.841 1.226 -0.018 0.051 0.058 0.3970
S -3.160 -2.080 -0.709 -0.514 0.257 0.014 0.2074
S -1.282 -0.249 2.265 -0.111 0.079 -0.014 0.0672
C 3.276 0.345 -3.619 -0.016 -0.026 0.026 -0.0036
N 3.171 1.633 -2.948 0.025 0.026 -0.001 -0.0018
C 3.695 2.754 -3.713 -0.015 -0.027 -0.004 -0.0001
P 2.109 1.868 -1.723 0.151 -0.063 0.081 -0.0093
O 1.949 0.604 -0.955 -0.190 0.108 -0.015 0.0077
O 0.714 2.362 -2.351 0.041 0.090 -0.023 0.0068
P -0.707 1.582 -2.267 -0.051 -0.137 0.037 -0.0342
O -0.929 0.834 -1.012 0.067 0.188 -0.016 0.0225
N -0.581 0.570 -3.558 0.007 -0.006 0.022 -0.0003
C -0.049 0.979 -4.846 -0.013 0.011 -0.013 0.0006
C -1.596 -0.486 -3.640 0.017 -0.008 -0.007 0.0239
N -1.770 2.802 -2.452 -0.035 -0.048 0.000 0.0032
C -2.967 2.924 -1.623 -0.054 0.043 0.028 -0.0027
C -1.753 3.628 -3.647 -0.005 0.021 -0.010 0.0001
N 2.607 3.170 -0.886 0.001 -0.010 -0.046 0.0000
C 1.986 4.480 -0.859 -0.006 -0.006 0.016 0.0008
C 3.653 2.953 0.111 -0.002 -0.004 0.013 0.0066
H 4.328 0.115 -3.800 0.001 -0.012 0.007 0.0004
H 2.753 0.350 -4.580 0.018 0.014 -0.014 0.0000
H 2.842 -0.430 -2.995 -0.013 -0.018 -0.008 0.0023
H 4.740 2.567 -3.965 -0.003 -0.002 -0.004 -0.0001
H 3.642 3.668 -3.126 0.003 0.008 0.004 0.0000
H 3.138 2.902 -4.645 0.001 0.002 -0.002 0.0000
H 0.714 1.747 -4.724 -0.001 -0.013 -0.005 0.0002
H -0.830 1.362 -5.513 -0.003 -0.002 -0.002 -0.0001
H 0.409 0.114 -5.331 -0.004 0.001 0.000 0.0001
H -1.949 -0.763 -2.645 0.009 0.009 -0.020 0.0001
H -1.147 -1.365 -4.107 -0.001 0.001 0.002 0.0026
H -2.453 -0.170 -4.245 -0.003 0.001 -0.007 -0.0005
H -2.944 2.222 -0.795 0.011 -0.061 0.031 0.0226
H -3.865 2.715 -2.210 0.003 0.003 0.008 -0.0012
H -3.034 3.941 -1.227 -0.004 -0.004 -0.009 -0.0032
H -0.781 3.584 -4.139 -0.016 0.001 0.012 0.0004
H -1.939 4.668 -3.371 0.006 0.000 0.001 0.0000
H -2.523 3.323 -4.362 0.001 -0.003 0.004 0.0000
H 1.132 4.516 -1.529 -0.001 0.003 -0.007 -0.0005
H 2.706 5.248 -1.155 -0.002 -0.002 0.002 0.0000
H 1.637 4.704 0.153 -0.008 -0.004 0.001 0.0009
H 4.007 1.924 0.078 0.005 0.000 0.003 0.0042
H 3.253 3.133 1.113 0.001 -0.011 -0.005 -0.0030
H 4.497 3.625 -0.067 -0.006 0.005 -0.001 0.0009
C -0.471 4.705 3.372 0.005 -0.025 0.030 0.0039
N -1.062 3.834 2.363 0.067 0.025 0.017 0.0001
C -2.491 3.500 2.477 -0.029 -0.048 -0.011 0.0121
C -0.307 3.075 1.628 -0.283 -0.112 0.050 0.0428
N 0.295 2.374 0.927 0.306 0.324 -0.082 -0.0372
H -0.932 5.691 3.312 -0.006 -0.004 -0.004 -0.0002
H 0.599 4.794 3.201 0.001 0.003 -0.006 -0.0011
H -0.634 4.294 4.370 -0.002 -0.007 -0.006 0.0000
H -3.081 4.403 2.318 -0.009 0.017 -0.005 0.0002
H -2.691 3.097 3.471 0.004 -0.007 -0.044 -0.0010
H -2.773 2.739 1.746 0.046 0.071 0.088 -0.0063
N 1.618 -2.657 -1.754 0.057 0.047 0.007 0.0026
C 0.446 -2.553 -1.049 -0.210 -0.140 -0.196 0.0108
N -0.527 -3.443 -1.263 0.506 -0.169 -0.185 0.0114
O 0.287 -1.634 -0.238 0.261 0.200 0.198 0.0049
H 1.879 -3.552 -2.132 -0.003 -0.004 0.010 -0.0003
H 2.365 -2.083 -1.395 0.018 -0.007 -0.034 0.0014
H -0.479 -4.061 -2.053 0.063 -0.028 -0.015 0.0014
H -1.460 -3.129 -0.944 -0.106 -0.062 0.185 -0.0080
Br 1.534 1.620 3.960 -0.076 0.051 -0.082 0.0171
C 2.657 0.592 2.815 -0.003 -0.069 0.042 0.2361
C 3.988 0.554 3.143 0.002 0.019 -0.005 -0.1278
C 4.835 -0.340 2.487 0.036 -0.003 0.008 0.3270
C 4.227 -1.248 1.610 -0.031 -0.014 -0.017 -0.1306
C 2.892 -1.146 1.338 0.081 0.059 -0.072 0.2196
N 2.068 -0.143 1.822 0.008 0.088 0.083 0.0987
H 4.350 1.191 3.938 -0.001 0.003 -0.003 -0.0089
H 5.889 -0.387 2.721 0.002 0.007 -0.008 0.0338
H 4.791 -2.056 1.162 -0.003 -0.007 -0.001 -0.0067
H 2.401 -1.868 0.704 -0.014 0.009 0.019 0.0223